Record 1
# C4H9NO3

A 2-piece molecular cluster, C4H9NO3 overall (wB97M-V/def2-TZVPD, the OMol25 dataset).

Results
**Energy above the lowest of the compared OMol25 structures with the same formula, charge and spin**: 668.8 kJ/mol
**Total charge**: 0
**HOMO energy (alpha / beta)**: -9.41 / -7.01 eV

Each line ends with the Löwdin charge.
Positions of all 17 atoms, in Å:
C: 0.23887 -0.98271 1.75518  -0.10
O: 0.16764 -0.98835 0.33743  -0.16
N: -2.42213 -0.76199 -0.01567  0.03
O: -2.61169 -1.28294 -1.01662  0.00
H: -0.52754 -0.33643 2.19641  0.09
H: 1.22069 -0.65261 2.10329  0.08
H: 0.08925 -2.01246 2.07450  0.09
C: 0.52151 -0.06029 -1.79432  -0.01
C: 0.26465 0.27663 -0.34064  -0.51
C: 1.07011 1.28873 0.23877  0.13
O: -1.32704 0.85290 -0.22211  -0.14
H: -1.09244 1.67227 0.25611  0.07
H: 1.41051 -0.68162 -1.88028  0.09
H: -0.32241 -0.62002 -2.19757  0.08
H: 0.63903 0.84395 -2.38773  0.09
H: 1.00975 1.52654 1.28978  0.08
H: 1.67124 1.91839 -0.39653  0.08

***

Record 2
# C4H9NO3

One molecule with the formula C4H9NO3 (wB97M-V/def2-TZVPD, the OMol25 dataset).

Results
**Energy above the lowest of the compared OMol25 structures with the same formula, charge and spin**: 249.9 kJ/mol
**SMILES**: C[C@@]1([C@@H](N)O)O[C@@H]1O
**Total charge**: 0
**HOMO energy**: -9.42 eV

Each line ends with the Löwdin charge.
Positions of all 17 atoms, in Å:
C: 1.61824 0.96094 0.06205  -0.01
C: 0.50689 -0.06685 -0.10384  -0.52
C: -0.84432 0.39972 0.48631  -0.38
N: -1.35070 1.42617 -0.37786  0.09
O: -1.69599 -0.72928 0.69267  -0.02
O: 0.37834 -0.64642 -1.36318  -0.01
C: 0.96592 -1.47043 -0.02989  -0.16
O: 0.23384 -2.55494 0.13623  0.06
H: 1.84085 1.11170 1.11905  0.09
H: 1.31139 1.90484 -0.38033  0.08
H: 2.51880 0.63288 -0.45455  0.09
H: -0.67105 0.83611 1.47919  0.15
H: -2.30190 1.67840 -0.13866  0.08
H: -1.33111 1.10945 -1.34229  0.09
H: -2.51734 -0.60241 0.19670  0.10
H: 2.02265 -1.68976 0.11865  0.16
H: -0.68453 -2.30013 -0.10025  0.12

***

Record 3
# C4H9NO3P2

One molecule with the formula C4H9NO3P2 (wB97M-V/def2-TZVPD, the OMol25 dataset).

Results
**Energy above the lowest of the compared OMol25 structures with the same formula, charge and spin**: 14.2 kJ/mol
**SMILES**: C1OPNC12COPOC2
**Total charge**: 0
**HOMO energy**: -9.01 eV

Each line ends with the Löwdin charge.
Positions of all 19 atoms, in Å:
C: 1.49032 -0.51279 -0.22101  -0.26
O: 1.53848 -1.42472 -1.28342  -0.40
P: 0.39982 -2.66804 -0.97546  0.82
N: -0.73386 -1.68385 -0.28885  -0.24
C: 0.04962 -0.09252 0.04013  -0.34
C: -0.38561 0.41733 1.37799  -0.23
O: 0.33331 1.66402 1.58888  -0.40
P: -0.18820 2.85025 0.51602  0.92
O: -0.04621 2.08322 -0.96561  -0.40
C: -0.59518 0.74258 -1.01514  -0.23
H: 2.23009 0.25690 -0.53867  0.15
H: 1.88604 -0.84211 0.67371  0.09
H: 0.96964 -2.99081 0.31417  -0.06
H: -1.73167 -1.71088 -0.52520  0.06
H: -1.56793 0.44575 1.32240  0.15
H: -0.03929 -0.32647 2.16322  0.15
H: -1.70115 2.60513 0.75365  -0.01
H: -0.26229 0.53289 -2.03634  0.14
H: -1.64591 0.65412 -0.90048  0.10